No. 1
Computed, not measured: an isolated molecule of C7H6IN at a distorted geometry, with ωB97M-V/def2-TZVPD.

Computed properties:
ΔE to the lowest compared entry with this formula, charge and spin = 617.5 kJ/mol
maximum force = 2.615 eV Å⁻¹
highest occupied orbital energy (spin up / spin down) = -7.92 / -7.65 eV
Kohn-Sham gap (spin up / spin down) = 5.7358 / 5.4619 eV
LUMO energy (spin up / spin down) = -2.2 / -2.2 eV
E_tot = -16939.30713 eV
net charge = 0

Geometry (Å):
C -2.124 0.996 -0.099
C -0.286 -0.614 0.211
C -0.748 0.664 -0.084
C -3.035 0.055 0.215
C 1.197 -0.701 0.084
C 0.546 1.446 -0.268
C 2.077 -1.905 0.226
N 1.628 0.469 -0.193
I -5.011 -0.179 0.073
H -2.418 2.079 -0.276
H 0.584 2.177 -1.137
H 0.783 2.153 0.464
H 1.800 -2.354 1.264
H 3.072 -1.575 0.035
H 1.935 -2.713 -0.514

Cartesian forces (eV/Å) of the 3 atoms listed first:
C -1.0984 1.1090 0.2058
C -1.5955 0.9242 -0.1056
C 2.2261 -1.2822 0.4910



No. 2
Computed, not measured: a structure of composition C37H40AsDyNP2 at a distorted geometry, with ωB97M-V/def2-TZVPD.

Computed properties:
ΔE to the lowest compared entry with this formula, charge and spin = 151.7 kJ/mol
maximum force = 3.814 eV Å⁻¹
highest occupied orbital energy (spin up / spin down) = -8.55 / -6.89 eV
spin multiplicity = 6
Kohn-Sham gap (spin up / spin down) = 5.5153 / 3.9281 eV
LUMO energy (spin up / spin down) = -3.0 / -3.0 eV
E_tot = -143995.43245 eV
net charge = +1

Geometry (Å):
C 2.579 -3.886 -3.228
C 2.472 -2.499 -3.191
C 1.426 -1.894 -3.950
C 0.222 -2.656 -4.127
C 0.233 -4.041 -3.813
C 1.447 -4.646 -3.585
C -0.948 -1.977 -4.482
C -0.931 -0.576 -4.532
C 0.315 0.104 -4.382
C 0.303 1.523 -4.148
C -0.841 2.238 -4.536
C -2.024 1.553 -4.886
C -2.124 0.187 -4.672
H 3.515 -4.371 -2.950
H -0.694 -4.601 -3.864
H 1.537 -5.720 -3.670
H -1.843 -2.352 -3.917
H -0.795 3.330 -4.551
H -2.863 2.122 -5.275
H -3.089 -0.327 -4.749
N 1.476 -0.581 -4.337
Dy -0.465 -1.532 0.172
C 3.292 -1.615 -2.289
H 3.472 -0.615 -2.710
H 4.247 -2.095 -2.049
C 1.380 2.139 -3.241
H 2.386 1.725 -3.407
H 1.354 3.238 -3.366
P 2.335 -1.364 -0.674
P 0.730 1.712 -1.531
C -0.612 2.876 -1.264
H -0.886 2.829 -0.206
H -0.283 3.896 -1.530
H -1.496 2.624 -1.857
C 1.937 2.132 -0.319
H 1.966 3.225 -0.217
H 1.658 1.703 0.646
H 2.939 1.794 -0.582
C 2.302 -3.093 -0.013
H 3.347 -3.346 0.223
H 1.703 -3.135 0.922
H 1.920 -3.817 -0.747
C 3.717 -0.735 0.343
H 3.306 -0.260 1.244
H 4.349 -1.599 0.602
H 4.300 -0.014 -0.248
H -1.169 -1.225 -1.370
H 0.115 0.374 -1.365
C -2.195 -3.070 5.182
C -2.626 -3.235 3.860
C -2.315 -2.269 2.886
C -1.565 -1.144 3.292
C -1.114 -0.970 4.605
C -1.445 -1.945 5.557
As -1.129 0.262 1.954
C -2.633 1.433 2.081
C -3.440 1.679 0.960
C -4.518 2.549 1.123
C -4.758 3.121 2.384
C -3.948 2.827 3.494
C -2.866 1.958 3.353
C 0.366 1.172 2.764
C 0.297 2.566 2.811
C 1.398 3.251 3.327
C 2.525 2.531 3.747
C 2.582 1.132 3.663
C 1.490 0.429 3.154
H -2.451 -3.816 5.930
H -3.220 -4.110 3.575
H -2.693 -2.367 1.853
H -0.530 -0.084 4.867
H -1.127 -1.801 6.593
H -3.230 1.204 -0.002
H -5.165 2.769 0.271
H -5.598 3.805 2.504
H -4.137 3.268 4.474
H -2.200 1.706 4.184
H -0.614 3.082 2.496
H 1.343 4.335 3.415
H 3.372 3.075 4.169
H 3.448 0.579 4.029
H 1.481 -0.669 3.124

Cartesian forces (eV/Å) of the 3 atoms listed first:
C -0.3528 -0.0359 0.1405
C -0.0930 0.6787 -0.8355
C -0.7427 0.1351 -0.1669



No. 3
Computed, not measured: a structure of composition C8H28BrO6 at a distorted geometry, with ωB97M-V/def2-TZVPD.

Computed properties:
ΔE to the lowest compared entry with this formula, charge and spin = 875.3 kJ/mol
maximum force = 4.640 eV Å⁻¹
highest occupied orbital energy = -5.70 eV
Kohn-Sham gap = 9.1452 eV
LUMO energy = 3.4 eV
E_tot = -91070.03587 eV
net charge = -1

Geometry (Å):
Br -0.528 0.151 0.252
C 2.329 -0.146 -1.478
C 1.168 -0.421 -2.481
C 1.751 -1.455 -3.411
O 0.066 -1.035 -1.828
H 2.627 -0.947 -0.801
H 2.112 0.657 -0.774
H 3.234 0.190 -1.984
H 0.810 0.469 -2.999
H 0.937 -1.855 -4.017
H 2.178 -2.319 -2.901
H 2.446 -1.099 -4.171
H -0.259 -0.473 -1.121
C -1.110 1.454 -2.684
O -0.693 2.109 -1.505
H -2.182 1.259 -2.670
H -0.938 2.158 -3.498
H -0.568 0.532 -2.893
H -0.793 1.489 -0.779
C -2.733 0.221 2.481
O -2.917 0.226 1.122
H -2.161 -0.629 2.852
H -2.230 1.155 2.731
H -3.709 0.184 2.965
H -2.035 0.254 0.744
C -1.891 -2.703 1.283
O -0.655 -2.116 1.515
H -1.981 -3.110 0.275
H -2.073 -3.594 1.884
H -2.691 -1.986 1.469
H -0.534 -1.345 0.956
C 1.543 2.916 1.122
O 0.556 2.532 0.161
H 2.382 2.257 0.901
H 1.852 3.944 0.932
H 1.136 2.819 2.129
H 0.336 1.609 0.307
C 0.934 -0.888 2.848
O 0.887 0.550 2.536
H 1.523 -0.915 3.764
H -0.044 -1.353 2.972
H 1.512 -1.405 2.081
H 0.407 0.656 1.711

Cartesian forces (eV/Å) of the 3 atoms listed first:
Br 0.9518 0.0279 2.2594
C -0.1801 1.4593 0.5139
C 1.9098 -1.6470 1.6529



No. 4
Computed, not measured: an isolated molecule of C3HCl4F at a distorted geometry, with ωB97M-V/def2-TZVPD.

Computed properties:
ΔE to the lowest compared entry with this formula, charge and spin = 88.7 kJ/mol
maximum force = 5.009 eV Å⁻¹
highest occupied orbital energy = -10.17 eV
Kohn-Sham gap = 10.7118 eV
LUMO energy = 0.5 eV
E_tot = -55932.29893 eV
net charge = 0

Geometry (Å):
F -1.316 1.046 -0.399
C -0.711 -0.057 -0.531
Cl -1.635 -1.180 -1.418
C 0.861 0.138 -0.794
Cl 1.708 1.532 -1.145
C 0.215 -0.177 0.586
Cl 0.510 -1.854 1.282
Cl -0.081 1.029 1.826
H 1.138 -0.790 -1.240

Cartesian forces (eV/Å) of the 3 atoms listed first:
F -3.1162 3.8789 -0.5814
C 2.9693 -0.5293 -1.5198
Cl -0.0903 -0.8992 0.0057



No. 5
Computed, not measured: a structure of composition C12H27FN2O7Si2, with ωB97M-V/def2-TZVPD.

Computed properties:
ΔE to the lowest compared entry with this formula, charge and spin = 0.0 kJ/mol
maximum force = 0.736 eV Å⁻¹
highest occupied orbital energy = -9.00 eV
Kohn-Sham gap = 9.3028 eV
LUMO energy = 0.3 eV
E_tot = -48667.99106 eV
net charge = 0

Geometry (Å):
C -0.986 -1.785 -1.727
C -0.550 -0.850 -2.835
O -0.207 -1.212 -3.916
O -0.635 0.483 -2.583
C -0.489 1.026 -1.262
C -1.692 1.867 -0.835
Si -3.342 1.404 -1.565
O -4.361 2.711 -1.403
Si -5.706 2.928 -2.330
C -6.689 1.278 -2.440
O -7.045 0.836 -3.504
N -7.068 0.654 -1.241
C -7.374 -0.741 -1.287
O -6.742 -1.609 -1.761
F -8.495 -0.964 -0.583
H -1.100 -2.776 -2.163
H -0.241 -1.838 -0.929
H -1.929 -1.460 -1.280
H -0.283 0.238 -0.539
H 0.406 1.649 -1.301
H -1.791 1.792 0.255
H -1.516 2.928 -1.049
H -3.934 0.274 -0.802
H -3.319 1.026 -2.991
H -6.569 3.927 -1.677
H -5.369 3.300 -3.709
H -6.463 0.880 -0.456
C 3.750 -2.262 4.378
O 4.529 -1.156 3.975
C 5.578 -1.468 3.068
C 5.328 -0.834 1.718
N 4.180 -1.440 1.065
C 3.768 -0.801 -0.176
C 3.284 0.642 -0.109
O 2.058 0.807 0.586
C 2.158 0.955 1.990
H 3.076 -1.912 5.157
H 3.158 -2.680 3.556
H 4.375 -3.062 4.788
H 5.677 -2.553 2.964
H 6.511 -1.074 3.481
H 6.212 -0.986 1.090
H 5.221 0.249 1.875
H 3.402 -1.453 1.713
H 2.966 -1.402 -0.613
H 4.608 -0.841 -0.877
H 3.096 0.974 -1.133
H 4.040 1.312 0.317
H 3.087 1.457 2.273
H 2.110 -0.003 2.517
H 1.317 1.566 2.315

Cartesian forces (eV/Å) of the 3 atoms listed first:
C 0.0742 -0.1248 -0.0150
C -0.2394 0.2318 0.6565
O 0.0757 -0.2016 -0.4372



- Look up the E_tot of the fifth one.
  -48667.99106 eV



- Which of these has the lowest ΔE to the lowest compared entry with this formula, charge and spin?
  C12H27FN2O7Si2



- Which value of ΔE to the lowest compared entry with this formula, charge and spin does entry 5 give?
  0.0 kJ/mol